(1)
C7H14S | ωB97M-V with the def2-TZVPD basis set

XYZ file:
```
22
Properties=species:S:1:pos:R:3:forces:R:3:lowdin_charge:R:1
C 0.3751 -1.4274 0.4616 -0.69 0.09 -0.33 -0.32
C -1.9647 -0.2108 -0.5483 1.28 -1.07 2.48 -0.52
C 1.4057 -2.0267 -0.1420 -1.05 0.47 2.67 -0.05
C 2.5366 2.0219 -0.0001 0.74 -2.23 -0.43 -0.11
C 2.7664 1.2390 -1.0749 -1.33 2.02 0.03 -0.09
C -3.0727 -0.4659 0.5444 1.35 0.44 0.35 -0.18
C 0.0436 1.0722 1.3022 -1.94 2.12 -0.21 -0.30
S -0.3307 0.1757 -0.3081 -1.22 -2.37 2.15 0.93
H -0.1793 -1.8672 1.3455 0.64 0.84 -1.04 0.10
H -2.2495 0.3768 -1.3412 -0.99 1.15 -1.87 -0.03
H 1.7931 -1.4587 -0.9332 1.09 -0.02 -1.25 0.01
H 1.9080 -2.8228 0.4300 -0.17 0.07 -1.05 0.07
H 1.7257 2.7086 -0.0923 -0.03 0.73 0.30 0.03
H 2.9680 1.7517 0.9958 -0.25 0.73 -1.01 0.08
H 2.1516 1.4777 -1.9961 1.10 -0.60 1.00 0.08
H 3.4834 0.4493 -1.0725 0.31 -0.42 -0.15 0.04
H -2.7605 -0.6835 1.6227 0.22 -0.04 -1.56 0.06
H -3.4831 0.5517 0.6485 -1.01 -0.74 -0.03 0.05
H -3.7575 -1.3014 0.2406 0.35 1.18 0.20 0.06
H 0.1538 2.2065 1.1099 -0.42 -1.89 0.31 0.06
H -0.7505 0.9095 2.0918 0.72 0.02 -1.12 0.06
H 0.9586 0.6928 1.6426 1.30 -0.45 0.57 -0.01
```
Forces are in eV/Å.

Net charge   0
Energy relative to the best compared isomer or geometry (same formula, charge and spin)   129.8 kcal/mol
Kohn-Sham gap   7.761 eV
E_HOMO   -0.2540 Ha
Molar mass   130.3 g/mol

***

(2)
C7H15AgCl6O | ωB97M-V with the def2-TZVPD basis set

XYZ file:
```
30
Properties=species:S:1:pos:R:3:forces:R:3:lowdin_charge:R:1
Ag -0.4987 -3.6071 2.1151 -0.02 0.28 -0.14 0.72
C -1.5546 -1.2793 -0.5199 -0.09 -0.11 0.03 -0.18
O -1.2913 -2.2272 0.4226 0.13 -0.25 0.11 -0.14
H -1.7427 -0.3431 0.0425 0.04 0.04 -0.12 0.12
H -0.6635 -1.0882 -1.1350 -0.03 0.06 0.09 0.04
H -2.4161 -1.5312 -1.1383 -0.03 0.08 -0.01 0.09
Cl -1.5059 2.3058 3.5650 -0.02 -0.09 -0.03 0.60
C -2.1036 0.6377 3.7796 -0.04 0.30 0.13 -0.65
C -0.9265 -0.2102 4.1846 0.52 0.24 -0.17 -0.59
Cl -1.3169 -1.9658 3.9676 -0.21 -0.23 0.36 0.58
H -2.5493 0.3119 2.8464 -0.03 -0.02 -0.04 0.06
H -2.8482 0.6685 4.5693 -0.13 -0.09 -0.10 0.08
H -0.6645 -0.0683 5.2289 -0.06 -0.19 0.04 0.09
H -0.0465 -0.0004 3.5836 -0.07 -0.08 -0.11 0.06
Cl 1.4457 2.9581 -2.6233 -0.06 -0.07 0.03 0.56
C 1.5777 2.1579 -1.0335 0.41 -0.17 -0.46 -0.67
C 0.6243 2.7118 -0.0231 -0.05 0.30 0.23 -0.68
Cl 1.0479 4.3790 0.4380 0.04 0.01 0.05 0.57
H 2.6115 2.2701 -0.7137 -0.04 0.05 0.08 0.07
H 1.3942 1.0959 -1.2059 -0.14 0.03 0.07 0.04
H 0.6872 2.1112 0.8838 -0.15 -0.01 0.02 0.05
H -0.3942 2.7591 -0.3968 -0.05 -0.20 -0.01 0.07
Cl -0.6173 -1.0136 -3.7642 0.10 0.05 -0.08 0.58
C 1.1606 -1.0653 -3.9424 0.10 0.10 0.08 -0.62
C 1.8395 -1.7915 -2.8039 0.06 0.00 -0.11 -0.66
Cl 1.2487 -3.4580 -2.6055 -0.11 -0.13 0.13 0.54
H 1.4977 -0.0291 -3.9576 0.03 -0.02 -0.03 0.06
H 1.3935 -1.5318 -4.8945 -0.13 -0.05 -0.03 0.08
H 1.7084 -1.2757 -1.8554 -0.04 0.00 0.01 0.04
H 2.9029 -1.8812 -3.0141 0.03 0.15 0.00 0.08
```
Forces are in eV/Å.

Net charge   +1
Energy relative to the best compared isomer or geometry (same formula, charge and spin)   0.0 kcal/mol
Kohn-Sham gap (spin up / spin down)   7.751 / 6.845 eV
2S+1   2
E_HOMO (spin up / spin down)   -0.4782 / -0.4782 Ha
⟨S²⟩   0.754
Molar mass   435.8 g/mol

***

(3)
C7H15AlCl5Cs2F10IInLiMgO3PS | ωB97M-V with the def2-TZVPD basis set

XYZ file:
```
49
Properties=species:S:1:pos:R:3:forces:R:3:lowdin_charge:R:1
O 2.6810 -2.1508 1.3459 -0.51 -0.45 -0.63 0.06
C 1.7682 -2.0137 0.5551 0.68 0.23 0.51 -0.46
O 1.2723 -3.0383 -0.1805 0.24 -0.08 0.39 0.09
C 1.0978 -0.6959 0.3042 -0.15 -0.19 -0.78 -0.08
C -0.2694 -0.8731 -0.3432 -0.78 0.13 1.09 -0.28
C -1.3493 -0.8521 0.7715 -0.48 0.22 -1.91 -0.30
In -3.0278 -2.2443 0.2271 0.94 -1.32 0.46 0.26
I -5.3269 -0.5464 0.3896 0.22 0.49 -0.55 0.42
H 0.7632 -3.6015 0.4114 0.14 -0.62 -0.05 0.14
H 1.7502 -0.0879 -0.3096 0.35 0.14 -0.14 0.15
H 0.9976 -0.1834 1.2473 0.15 0.40 0.30 0.09
H -0.4857 -0.0698 -1.0458 0.14 0.21 -0.44 0.10
H -0.3225 -1.8193 -0.8545 0.17 0.06 -0.59 0.05
H -0.9120 -1.2828 1.6538 -0.35 -0.05 0.73 0.05
H -1.6506 0.1736 0.9368 0.14 0.34 0.75 0.03
H -3.0758 -3.6086 1.2925 -0.21 0.36 -0.10 -0.09
H -2.8088 -2.8398 -1.4349 -0.43 0.72 -0.04 -0.05
Mg -3.3092 0.2380 -1.2396 -0.30 -0.07 -0.16 0.77
F -1.9164 3.4532 -4.4402 0.08 -0.16 0.16 -0.16
Al -2.9603 2.3327 -5.1039 0.04 0.61 -0.12 -0.17
F -2.1074 0.9911 -5.6806 0.03 -0.54 -0.14 -0.20
F -3.9256 2.9885 -6.2912 -0.11 -0.18 -0.13 -0.16
F -3.9549 1.7372 -3.8325 0.21 -0.77 1.04 -0.21
F -1.2560 -2.2540 -3.9094 -0.24 -0.91 0.09 -0.21
P -0.0875 -3.4266 -3.9201 1.69 0.09 2.10 0.41
F -0.7420 -3.5022 -5.5435 -1.07 0.30 -2.62 -0.41
F -0.3638 -3.5855 -2.3207 0.41 -0.22 -0.46 -0.19
F 0.9511 -2.2370 -3.4811 -0.73 0.32 -0.62 -0.16
F 1.2630 -3.9320 -4.7048 -0.44 -0.26 0.34 -0.17
F -0.4932 -5.0125 -3.9155 -0.96 0.81 -0.34 -0.17
C 2.9780 -0.0726 3.4224 -2.31 2.04 -0.43 -0.63
S 1.8561 1.3062 3.7282 -0.21 0.41 0.56 0.81
O 1.7362 2.0513 2.4454 0.10 -0.40 -0.32 -0.59
C 2.9537 2.2117 4.7844 0.26 0.37 -0.23 -0.34
H 2.5000 -0.7639 2.7409 0.08 -0.09 0.00 -0.01
H 3.9028 0.2905 2.9740 -0.44 0.68 -0.19 -0.01
H 3.1915 -0.5793 4.3471 -2.47 1.81 0.35 -0.17
H 3.8817 2.4286 4.2432 -0.07 -0.06 -0.09 0.06
H 3.1579 1.6257 5.6836 -0.17 0.06 0.08 0.06
H 2.4312 3.1760 5.0895 0.17 -0.57 0.07 -0.16
Li -2.5001 -3.2965 -6.6496 0.04 -0.27 2.42 0.74
Cl 1.3707 4.4004 6.2431 -0.21 0.19 0.15 -0.44
Cs 4.8432 -1.6036 3.9824 5.22 -4.31 0.35 1.41
Cs -0.9893 -2.7535 -8.6815 1.18 0.48 -0.80 1.15
C -0.6981 5.9022 3.0167 0.05 -0.07 0.25 -2.06
Cl -2.0029 5.9539 4.2069 -0.04 0.01 -0.02 0.51
Cl -1.3246 6.4291 1.4392 -0.06 0.03 -0.10 0.48
Cl 0.5971 6.9777 3.5196 0.00 0.02 -0.03 0.52
Cl -0.0842 4.2595 2.8804 0.00 0.06 -0.18 0.52
```
Forces are in eV/Å.

Net charge   +1
Energy relative to the best compared isomer or geometry (same formula, charge and spin)   0.0 kcal/mol
Kohn-Sham gap   1.639 eV
E_HOMO   -0.2782 Ha
Molar mass   1143.2 g/mol

***

(4)
C7H15AsBF5N3O2 | ωB97M-V with the def2-TZVPD basis set

XYZ file:
```
34
Properties=species:S:1:pos:R:3:forces:R:3:lowdin_charge:R:1
C -0.9520 3.2384 0.7597 0.07 0.28 -0.05 -0.04
C 0.1966 2.5248 0.0384 -0.56 -0.12 -0.20 -0.62
O 1.3277 2.9350 0.1954 0.42 0.01 0.27 0.02
N -0.1234 1.4258 -0.7336 0.06 0.56 -0.21 -0.21
C -1.3680 1.5987 -1.4726 -0.06 -0.10 0.05 -0.20
As -0.2194 -0.4250 0.1862 -0.09 -0.69 0.39 1.00
C 0.8345 0.3135 1.8288 -0.03 0.13 0.33 -0.30
C 1.2277 -0.7607 2.7503 0.21 -0.23 0.08 -0.38
N 0.4395 -1.2973 3.6014 -0.05 0.17 -0.02 0.05
B -1.3139 -1.3187 -1.3773 0.17 0.16 -0.05 -0.68
N -2.7942 -1.2957 -1.2937 0.03 -0.37 -0.03 0.08
O -0.7134 -2.0998 -2.3550 -0.73 0.36 -0.49 0.06
C 1.6641 -0.8482 -0.7965 0.18 -0.19 0.03 -0.47
F 2.6656 -0.0411 -0.3315 0.11 0.12 -0.11 0.03
F 1.5820 -0.5927 -2.1487 -0.07 0.01 -0.08 0.02
C 2.2589 -2.2695 -0.6845 -0.07 -0.14 0.14 -0.57
F 2.8309 -2.4366 0.5283 -0.11 -0.03 -0.20 0.12
F 3.2198 -2.5141 -1.6075 -0.07 0.06 0.15 0.12
F 1.3402 -3.2385 -0.8235 0.19 0.15 -0.04 0.12
H -0.5993 3.4887 1.7629 -0.06 -0.02 -0.10 0.07
H -1.8577 2.6324 0.8169 0.07 0.02 0.03 0.06
H -1.1850 4.1805 0.2504 -0.01 -0.09 0.06 0.07
H -1.2794 1.0812 -2.4390 -0.07 0.03 0.10 0.07
H -1.5534 2.6506 -1.7139 0.03 -0.06 0.00 0.08
H -2.2552 1.2099 -0.9476 0.03 0.03 -0.09 0.05
H -1.5613 -0.0025 0.8923 0.08 0.09 -0.03 0.00
H -0.2529 -1.8745 0.8433 0.00 0.09 -0.05 0.00
H 1.7023 0.8860 1.5165 -0.07 0.02 -0.11 0.05
H 0.1159 0.9672 2.3339 -0.08 -0.10 -0.25 0.07
H 2.2666 -1.1087 2.6598 -0.13 -0.05 -0.10 0.10
H 0.9202 -2.0401 4.1066 0.03 0.02 -0.04 0.02
H -3.1387 -1.1625 -2.2462 0.03 -0.09 0.07 0.06
H -3.1303 -2.2286 -1.0509 -0.05 0.12 0.17 0.06
H -0.2949 -1.5782 -3.0489 0.59 -0.15 0.37 0.09
```
Forces are in eV/Å.

Net charge   -1
Kohn-Sham gap   6.932 eV
E_HOMO   -0.1498 Ha
Molar mass   353.9 g/mol